Model a:
Below is C9H12O2 as an isolated structure, with properties calculated with the ωB97M-V functional and the def2-TZVPD basis.

Atoms and positions in Å:
C  2.67776  1.18516  3.23042
C  1.64896  1.05362  2.14296
C  1.59008  -0.19224  1.46068
C  0.47068  -0.38624  0.30946
C  0.35668  -1.43704  -0.27497
C  -0.51624  -1.83432  -1.49957
C  -1.54957  -1.10391  -1.96387
C  -2.09513  0.24667  -1.99170
C  -3.14991  0.63589  -2.92389
H  2.36203  0.33293  4.24063
H  2.79161  1.94235  3.84355
H  3.70867  0.51208  2.74745
H  0.69529  1.42471  2.53968
H  1.86016  1.71761  1.47345
H  -0.24578  0.60562  -0.21761
H  1.33340  -2.17425  0.08776
H  -0.41259  -3.09578  -1.85293
H  -1.80705  -1.64990  -2.98412
H  -2.50511  1.24011  -3.51611
H  -4.17476  1.09080  -2.01793
H  -3.59828  -0.06879  -3.43226
O  2.22748  -1.14590  1.69028
O  -1.66837  1.10082  -1.09136

The HOMO-LUMO gap is 8.304 eV. The calculation puts the lowest unoccupied orbital energy at -0.0277 Ha. Its highest occupied orbital energy is -9.1 eV.


Model b:
Below is one molecule with the formula C9H12O2, with properties calculated with the ωB97M-V functional and the def2-TZVPD basis.

Atoms and positions in Å:
C  0.17324  -1.12291  1.75832
C  0.91515  -2.17659  1.52021
C  0.07889  0.23158  1.15610
C  -0.84497  2.86686  0.01760
C  -1.36843  1.53361  -0.50518
C  -1.00872  0.37535  0.11219
C  1.79529  -2.38329  0.37215
C  -2.14563  1.57230  -1.82460
C  1.94297  -1.61844  -0.69538
O  0.74151  1.16842  1.59291
O  2.58432  -3.52473  0.53308
H  -0.52562  -1.22332  2.66349
H  1.01250  -2.92601  2.31110
H  -0.13124  3.21000  -0.74732
H  -1.58377  3.55418  0.33026
H  -1.55001  -0.52204  -0.37775
H  -2.82565  0.58875  -1.78198
H  -2.83177  2.53920  -1.99459
H  -1.31440  1.35255  -2.63538
H  1.36798  -0.73174  -0.80932
H  -0.21750  2.63516  0.81301
H  2.56328  -1.97436  -1.55352
H  3.17258  -3.42452  -0.25540

The HOMO-LUMO gap is 9.099 eV. The calculation puts the lowest unoccupied orbital energy at 0.0088 Ha. Its highest occupied orbital energy is -8.9 eV.


Tell me which of them is the most stable. Sure, it is model b.


Model a:
Below is one molecule with the formula C3H10NOP, with properties calculated with the ωB97M-V functional and the def2-TZVPD basis.

Atoms and positions in Å:
C  0.20069  -1.61708  1.00690
C  -0.76879  -0.84103  -1.10271
C  -0.57860  -0.56130  0.41331
N  0.00785  0.68700  0.68753
O  1.13660  2.98313  0.48519
P  0.43568  1.77996  -0.30003
H  1.25819  -1.84070  0.56902
H  0.26446  -1.41004  2.15463
H  -0.31833  -2.70683  1.01650
H  -1.29893  0.03146  -1.51851
H  -1.34488  -1.67121  -1.64044
H  0.33327  -0.73416  -1.55941
H  -1.58491  -0.65987  0.86533
H  1.58564  2.58430  1.32021
H  1.16046  1.47439  -1.53097
H  -0.48840  2.50198  -0.86654

The HOMO-LUMO gap is 9.664 eV. The calculation puts the lowest unoccupied orbital energy at 0.0315 Ha. Its highest occupied orbital energy is -8.8 eV.


Model b:
Below is one molecule with the formula C3H10NOP, with properties calculated with the ωB97M-V functional and the def2-TZVPD basis.

Atoms and positions in Å:
C  -0.51117  0.87817  0.84161
C  -0.01467  1.41519  -1.43523
C  -0.18935  -2.14369  0.70341
N  -0.28545  0.34831  -0.52469
O  0.66128  1.56487  1.18844
P  0.87720  -0.92199  -0.28051
H  -1.24252  1.75576  0.68673
H  -0.68624  0.07862  1.48823
H  1.38225  1.01739  1.09073
H  0.70473  1.12600  -2.27114
H  -0.98738  1.69627  -1.91324
H  0.50866  2.27421  -0.90996
H  -0.04433  -1.91281  1.80500
H  -1.17926  -2.45513  0.47333
H  0.41479  -3.09394  0.53538
H  0.59147  -1.62723  -1.47808

The HOMO-LUMO gap is 9.241 eV. The calculation puts the lowest unoccupied orbital energy at 0.0343 Ha. Its highest occupied orbital energy is -8.3 eV.


Tell me which of them is the most stable. Sure, it is model a.


Model a:
Below is an isolated ion of composition C5H11N3 and charge +2, with properties calculated with the ωB97M-V functional and the def2-TZVPD basis.

Atoms and positions in Å:
C  -2.16972  -0.25819  -0.38285
C  0.10252  0.30303  -0.94807
C  0.57453  -0.03885  0.43282
C  0.51010  1.02422  1.41615
C  1.30573  -1.26343  0.66669
N  -1.78927  -0.74375  0.70331
N  -1.19773  0.26192  -1.24097
N  0.98044  0.68268  -1.83692
H  -3.18785  -0.19537  -0.77384
H  0.50638  0.63681  2.43647
H  -0.30254  1.73453  1.26382
H  1.44183  1.61398  1.35662
H  1.74060  -1.30087  1.66425
H  2.07734  -1.43352  -0.09527
H  0.67368  -2.15361  0.54283
H  -2.43718  -1.14545  1.37210
H  -1.51556  0.58621  -2.15399
H  1.97379  0.74879  -1.63938
H  0.71293  0.94087  -2.78378

The HOMO-LUMO gap is 9.154 eV. The calculation puts the lowest unoccupied orbital energy at -0.3932 Ha. The net charge is +2. Its highest occupied orbital energy is -19.9 eV.


Model b:
Below is C5H11N3 as an isolated structure, with properties calculated with the ωB97M-V functional and the def2-TZVPD basis.

Atoms and positions in Å:
C  -3.43217  0.09742  -0.65002
C  -2.04764  -0.96069  0.98066
C  -1.76209  0.23538  0.28872
C  0.84818  1.08789  -0.37508
C  1.86606  0.23899  0.38812
N  -2.39787  -0.80805  -0.54401
N  -2.92830  1.12697  -0.02260
N  2.49816  -0.82070  -0.43152
H  -4.20324  -0.08159  -1.24316
H  -1.18350  -1.62822  1.12666
H  -2.66223  -0.96313  1.83712
H  0.46118  1.83055  0.19796
H  0.65736  1.05184  -1.50825
H  2.70054  1.02025  0.70330
H  1.33316  -0.19042  1.33344
H  -3.41648  1.98872  0.14287
H  3.13262  -1.32419  0.05949
H  3.05184  -0.38415  -1.21124
H  1.96510  -1.61150  -1.06334

The HOMO-LUMO gap (spin up / spin down) is 9.654 / 7.174 eV. The calculation puts the lowest unoccupied orbital energy (spin up / spin down) at -0.3049 / -0.3560 Ha. The net charge is +2. Its highest occupied orbital energy (spin up / spin down) is -18.0 / -16.9 eV.


Tell me which of them is the most stable. Sure, it is model a.